(1)
Entry from the OMol25 dataset: a 9-piece molecular cluster, C30H56O10S8 overall at a distorted geometry (the ωB97M-V functional and the def2-TZVPD basis).

Each line ends with the Löwdin charge.
Positions of all 104 atoms, in Å:
S 2.05199 -7.28921 32.57632  0.84
S 7.01244 -4.66540 21.44179  0.84
S 4.69610 0.43439 32.90570  0.83
S 9.47991 -0.11130 24.88174  0.84
S 1.34322 -4.52265 23.48567  0.86
S 6.55767 2.42730 25.15564  0.81
S 5.64758 -9.08210 24.52430  0.84
S 10.85524 -4.32912 28.88493  0.82
O 3.69298 1.27769 33.66630  -0.57
O 7.07739 -0.60282 27.86734  0.08
O 2.67890 -5.01497 22.95402  -0.59
O 5.12318 -5.52565 27.35073  0.10
O 8.32135 -5.01577 22.24737  -0.58
O 0.68072 -6.73061 32.22685  -0.58
O 6.83462 -8.96741 23.59026  -0.57
O 12.01829 -4.96414 29.63128  -0.57
O 5.88746 2.16084 26.52122  -0.57
O 10.56426 0.10733 23.73952  -0.59
C 6.49395 -3.00263 31.31704  -0.06
C 6.41947 -1.63698 27.79159  -0.25
C 3.14745 -5.75491 32.70155  -0.25
C 6.15381 -4.33617 31.17612  -0.05
C 10.57529 -2.69471 29.75098  -0.23
C 6.07825 -2.18948 26.42044  -0.06
C 5.37190 1.86061 23.94335  -0.27
C 5.98781 -1.94907 24.05502  -0.06
C 5.09988 -3.96662 25.10903  0.00
C 9.85662 1.14312 26.23542  -0.23
C 5.53283 -3.46490 26.31667  -0.08
C 1.26383 -2.67403 23.15210  -0.24
C 5.60463 -4.71807 29.94704  0.01
C 5.32142 -3.18718 23.95396  -0.05
C 6.29593 -8.73671 26.19916  -0.26
C 7.67424 -4.27357 19.79222  -0.26
C 6.33073 4.24022 24.89527  -0.24
C 6.09706 -6.25123 21.07623  -0.22
C 5.38620 -4.35261 27.51934  -0.30
C 5.47652 1.58849 31.64426  -0.24
C 2.12017 -7.72261 34.36727  -0.27
C 9.31085 -5.23580 29.27157  -0.26
C 6.20838 -2.52863 28.98385  -0.06
C 6.38086 -1.42677 25.24941  -0.04
C 5.68987 -3.85898 28.82746  -0.09
C 4.79361 -7.46560 24.28477  -0.26
C 3.80203 -0.51131 31.62283  -0.27
C 6.50881 -2.11120 30.26489  -0.06
C 1.55770 -4.38313 25.26760  -0.27
C 9.82510 -1.69574 25.80556  -0.22
H 10.74071 0.85657 26.80494  0.04
H 4.36819 -7.07246 25.20812  0.03
H 6.86204 -1.10913 30.45854  0.11
H 5.52473 -8.41166 26.89751  0.04
H 2.13972 -2.15698 23.54398  0.04
H 3.44537 -1.43836 32.07171  0.04
H 1.31064 -2.44841 22.08673  0.05
H 6.39186 4.63739 23.88205  0.06
H 5.21334 0.79334 24.09791  0.03
H 9.60878 -2.26929 29.48089  0.03
H 6.98017 -7.89873 26.06615  0.05
H 7.04905 4.65793 25.60069  0.04
H 6.20453 1.06512 31.02441  0.03
H 1.79760 -5.36794 25.66846  0.06
H 6.07280 -6.43548 20.00219  0.04
H 6.09256 -5.05873 31.97646  0.10
H 6.87981 -0.46894 25.24516  0.05
H 4.20144 -5.83864 32.96649  0.03
H 4.06363 -7.30996 23.49042  0.04
H 6.75525 -9.58431 26.70779  0.05
H 10.69816 -2.87929 30.81819  0.05
H 3.08567 -5.15457 31.79387  0.04
H 11.38535 -2.01141 29.49606  0.04
H 9.01969 1.12526 26.93352  0.03
H 4.50360 -0.74876 30.82314  0.01
H 8.13966 -5.19895 19.45287  0.05
H 10.11153 2.10764 25.79632  0.05
H 6.02112 2.42389 32.08427  0.05
H 6.80281 -2.52550 32.23538  0.11
H 5.25349 -5.73087 29.81538  0.12
H 6.91466 -3.98829 19.06438  0.05
H 2.98931 0.01497 31.12222  0.07
H 5.32400 4.48262 25.23564  0.05
H 10.18673 -2.48539 25.14696  0.06
H 4.50330 -4.86447 25.04321  0.08
H 9.01209 -1.96704 26.47900  0.03
H 6.39350 -7.11156 21.67629  0.04
H 4.48504 2.49224 23.89236  0.06
H 9.20595 -5.27083 30.35594  0.05
H 5.85929 2.04471 22.98591  0.06
H 2.20886 -3.52848 25.45107  0.04
H 8.38061 -3.47475 20.01813  0.05
H 1.84141 -8.72966 34.67751  0.05
H 8.42233 -4.74507 28.87433  0.03
H 6.24473 -1.43388 23.14125  0.11
H 2.68314 -5.15642 33.48535  0.05
H 10.74630 -1.41359 26.31536  0.03
H 5.05942 -5.96224 21.24316  0.03
H 3.15796 -7.58698 34.67169  0.04
H 5.67256 -6.88110 24.01290  0.04
H 0.44002 -2.19863 23.68449  0.05
H 5.00375 -3.60395 23.00961  0.06
H 1.50336 -7.08840 35.00399  0.06
H 4.70507 2.03740 31.01861  0.06
H 0.61485 -4.06381 25.71165  0.05
H 9.22170 -6.27637 28.95955  0.06

As for the charge: 0. As for the HOMO-LUMO gap: 6.992 eV.

(2)
Entry from the OMol25 dataset: C30H57Ag2N3O12Zn2 as an isolated structure at a distorted geometry (the ωB97M-V functional and the def2-TZVPD basis).

Each line ends with the Löwdin charge.
Positions of all 106 atoms, in Å:
Ag 2.17865 -2.74236 1.46039  0.83
Ag -0.42013 -5.21798 1.18439  0.71
Zn 0.48087 0.32088 2.72822  1.13
Zn -0.91576 -2.72918 3.67840  0.79
O -0.87590 -4.87455 3.65517  -0.28
O -0.17745 -1.40403 5.27173  -0.07
O -0.70802 -5.10688 5.60294  -0.02
O 1.37311 -0.50140 4.40843  -0.17
O -2.31420 -3.96663 4.65105  -0.15
O -0.33644 -2.73324 1.68168  -0.17
O 0.19268 4.73172 -1.84096  -0.01
O 3.23927 -0.39210 1.49001  -0.08
O 1.01840 -2.76199 4.24691  -0.07
O 0.41295 -0.86007 0.98908  -0.13
O -1.01135 -1.10395 2.42093  -0.12
O -4.42961 -1.64000 1.86150  0.00
N -5.33305 -0.81640 1.20012  -0.11
N 4.24789 -1.31510 1.01889  -0.10
N 0.42773 3.52253 -2.47983  -0.14
C 5.07890 -1.76483 3.29574  -0.03
C 4.86032 -0.11997 -1.22233  -0.01
C 2.09430 4.69137 -3.85185  -0.05
C 5.47157 -1.31867 1.89234  -0.49
C 0.99385 -1.65978 4.84818  -0.80
C -6.51073 1.37225 -0.36500  -0.15
C -0.36724 2.36238 -2.01038  -0.48
C -0.58430 -1.56074 1.33616  -0.78
C -5.90433 0.37523 3.34796  -0.02
C 1.79865 2.28923 -4.03772  -0.17
C -0.01064 3.87063 -4.99213  -0.01
C -6.42436 -0.08895 -0.94685  -0.12
C 4.34565 -1.34235 -0.46255  -0.48
C 5.34324 -2.51716 -0.73244  -0.15
C -1.60928 -5.02578 4.70483  -0.79
C -3.96237 -0.71076 -0.90356  -0.03
C -5.72063 -2.41527 -0.62500  -0.04
C 0.32321 1.05828 -2.46689  -0.12
C -6.58423 1.29575 1.18412  -0.15
C 3.00639 -1.86286 -1.10125  -0.03
C 0.99763 3.58172 -3.82660  -0.47
C -5.32667 -0.95442 -0.22257  -0.50
C -4.13876 1.29607 1.83489  -0.03
C -1.78863 2.45933 -2.54661  -0.02
C 6.71664 -2.33829 -0.11752  -0.18
C 6.11144 0.08395 2.04097  -0.02
C -5.47492 0.52298 1.84340  -0.49
C 6.48702 -2.33925 1.38407  -0.15
C 0.90373 1.08115 -3.89707  -0.18
C -0.32598 2.36479 -0.44169  -0.02
H -2.22958 3.44212 -2.38245  0.09
H 7.45873 -2.05346 1.79345  0.13
H 2.30331 -1.03335 -1.00579  0.06
H 4.73502 -2.79434 3.18779  0.08
H -6.06380 1.32650 3.85152  0.08
H 4.15224 0.71113 -1.14720  0.08
H -6.78562 -0.26478 3.33900  0.09
H -0.51376 4.82012 -4.80801  0.09
H -3.22121 -1.42539 -0.53706  0.07
H 5.84810 -1.55334 4.03513  0.10
H -1.84277 2.05178 -3.55685  0.08
H -5.45516 -2.60106 -1.66590  0.08
H 3.58635 0.44539 1.15253  0.09
H 2.61892 -2.77234 -0.63101  0.05
H -7.33779 1.83047 -0.90727  0.10
H -5.60883 1.91722 -0.65275  0.09
H -6.77555 2.27858 1.61406  0.12
H 6.74519 0.11660 2.92585  0.09
H 2.69555 2.16702 -3.42580  0.11
H -4.06815 -0.83207 -1.98015  0.08
H 4.85278 -0.39070 -2.27680  0.10
H 4.92388 -3.49386 -0.48480  0.12
H -6.74583 -2.62955 -0.32574  0.08
H 7.18214 -1.39560 -0.41108  0.11
H 3.08132 -2.02636 -2.17629  0.10
H 2.93208 4.50091 -3.17801  0.08
H -4.97834 -2.29534 2.30397  0.12
H -3.25712 0.68835 2.04376  0.07
H -0.44327 0.28208 -2.49674  0.12
H -6.21471 0.03034 -2.01118  0.11
H 5.78636 0.29382 -0.82795  0.07
H -5.02219 -0.09886 3.77999  0.08
H -3.90908 1.70702 0.84916  0.06
H 6.30504 -3.38240 1.64420  0.12
H 7.44328 -3.12231 -0.32979  0.12
H -7.40148 -0.57348 -0.95710  0.11
H -0.82367 3.29331 -0.16292  0.08
H -2.50938 1.79050 -2.06575  0.06
H 1.58399 0.24059 -4.05362  0.10
H -7.48952 0.69902 1.32835  0.12
H 1.17511 0.86141 -1.81608  0.10
H 1.80323 5.71468 -3.61165  0.08
H -5.10250 -3.16404 -0.12340  0.07
H -4.23821 2.12287 2.53891  0.09
H 2.55031 4.75644 -4.84117  0.08
H 0.57844 4.00195 -5.90155  0.08
H 2.25895 2.17046 -5.02306  0.12
H 0.72690 2.42264 -0.15943  0.07
H -0.75530 3.10765 -5.21252  0.06
H 0.22931 1.07755 -4.75417  0.11
H 5.35831 0.86577 2.15220  0.08
H -0.80943 1.46208 -0.07109  0.06
H 5.52070 -2.57922 -1.80938  0.12
H 6.73116 0.40770 1.20262  0.07
H -3.53256 0.23605 -0.57407  0.05
H 4.20181 -1.21774 3.65010  0.08
H 0.91724 4.76415 -1.20879  0.10

As for the charge: 0. As for the HOMO-LUMO gap: 3.209 eV. The value obtained for the energy above the lowest of the compared OMol25 structures with the same formula, charge and spin is 127.9 kcal/mol.

Number 1: HOMO -0.31854 Eh. Number 2: HOMO -0.21234 Eh.